1.
{
  "formula": "C31H41BGe2N6STl",
  "method": "ωB97M-V/def2-TZVPD",
  "charge": -1,
  "energy_ha": -6283.85366,
  "homo_lumo_gap_ev": 6.2,
  "species": ["Tl", "C", "C", "N", "N", "C", "B", "N", "C", "C", "C", "N", "N", "C", "C", "C", "N", "H", "H", "H", "H", "H", "H", "H", "H", "H", "H", "C", "C", "Ge", "C", "C", "C", "C", "Ge", "C", "C", "C", "C", "C", "C", "C", "C", "C", "C", "H", "H", "H", "H", "H", "H", "H", "H", "H", "H", "H", "H", "H", "H", "H", "H", "H", "H", "H", "H", "H", "H", "H", "H", "H", "H", "S", "C", "C", "C", "C", "C", "C", "H", "H", "H", "H", "H"],
  "xyz": [[-0.553075, 0.216230, -0.338626], [-1.213576, 4.347049, 1.771185], [-1.497330, 2.991358, 1.566131], [-0.481310, 2.395936, 0.957767], [0.461422, 3.330835, 0.756722], [0.047604, 4.517450, 1.234785], [1.804120, 2.991653, 0.083924], [1.592938, 2.666677, -1.408469], [2.187811, 3.238719, -2.470495], [1.741555, 2.604327, -3.612628], [0.857226, 1.628464, -3.140803], [0.781873, 1.679329, -1.819906], [2.360725, 1.749867, 0.803527], [3.332033, 1.718205, 1.732363], [3.442280, 0.422488, 2.195394], [2.468472, -0.279300, 1.474682], [1.825882, 0.530520, 0.644109], [-1.832801, 5.095754, 2.234319], [-2.391960, 2.438495, 1.797935], [0.655960, 5.401915, 1.139099], [2.558107, 3.916805, 0.196946], [2.875267, 4.059379, -2.347639], [2.018615, 2.806306, -4.632591], [0.269094, 0.914033, -3.696012], [3.869607, 2.611596, 2.004289], [4.123621, 0.039296, 2.935209], [2.215703, -1.325180, 1.514316], [-3.526503, -2.205033, 3.556671], [-2.853569, -1.098849, 2.746261], [-1.181639, -1.536433, 1.687149], [0.089433, -2.619056, 2.847918], [-0.397983, -3.981336, 3.341268], [-1.853410, -3.042105, 0.570661], [-1.868462, -3.308367, -0.747753], [-0.999183, -1.988713, -2.014192], [-2.333870, -1.373485, -3.392290], [-3.096203, -2.371593, -4.265443], [0.659204, -2.723613, -2.937927], [0.607077, -3.850248, -3.969063], [-2.530377, -4.543862, -1.255472], [-3.433675, -5.298397, -0.495461], [-4.027869, -6.441070, -1.003636], [-3.749012, -6.872175, -2.293776], [-2.866345, -6.135663, -3.066773], [-2.278227, -4.990118, -2.553728], [-4.443966, -1.840934, 4.029264], [-2.868650, -2.564293, 4.349235], [-3.794148, -3.054599, 2.925053], [-2.601098, -0.262615, 3.405378], [-3.550392, -0.706872, 1.999585], [0.385789, -1.993558, 3.695296], [0.987096, -2.777853, 2.245351], [-1.325729, -3.902971, 3.907599], [0.353359, -4.436141, 3.994554], [-0.568820, -4.665550, 2.508927], [-2.307263, -3.796831, 1.217903], [-1.785064, -0.669669, -4.027221], [-3.043327, -0.774425, -2.821625], [-2.426491, -2.931325, -4.923661], [-3.815598, -1.840499, -4.896213], [-3.647864, -3.088063, -3.657177], [1.339608, -2.999593, -2.127813], [1.086671, -1.832197, -3.406116], [0.357200, -4.809541, -3.514974], [1.583988, -3.958172, -4.450156], [-0.126600, -3.651470, -4.754219], [-3.696903, -4.990646, 0.507259], [-4.723183, -6.996706, -0.385055], [-4.224476, -7.760565, -2.690764], [-2.637407, -6.448897, -4.078869], [-1.608089, -4.411593, -3.171199], [-2.869149, 1.415354, -1.169815], [-2.436134, 2.606266, -2.388517], [-1.667016, 3.735432, -2.094212], [-1.330511, 4.644414, -3.084128], [-1.776592, 4.468501, -4.387237], [-2.588360, 3.380883, -4.679264], [-2.914690, 2.459582, -3.695382], [-1.342849, 3.905546, -1.079301], [-0.715783, 5.501577, -2.831603], [-1.497254, 5.171909, -5.162592], [-2.969166, 3.246686, -5.686005], [-3.545094, 1.609439, -3.924434]],
  "atomic_forces_ev_per_a": [[-0.770, -1.198, -0.278], [0.010, 0.054, 0.043], [0.081, 0.079, 0.009], [0.099, 0.075, 0.041], [-0.024, 0.366, 0.005], [-0.123, -0.011, -0.022], [-0.269, -0.304, -0.006], [0.152, 0.128, -0.080], [-0.066, -0.009, -0.115], [0.082, -0.020, 0.002], [0.016, 0.067, -0.019], [-0.114, -0.019, 0.097], [0.347, 0.111, 0.046], [0.021, -0.097, 0.046], [0.035, -0.003, 0.012], [0.076, 0.058, -0.065], [0.088, -0.136, 0.038], [-0.019, -0.020, -0.005], [-0.002, -0.048, -0.031], [0.076, -0.060, 0.037], [0.069, 0.077, -0.010], [0.000, -0.025, 0.066], [-0.031, 0.043, 0.006], [-0.040, -0.018, 0.065], [-0.016, 0.015, -0.053], [0.004, 0.016, 0.000], [-0.033, 0.024, 0.002], [0.079, 0.086, -0.065], [0.386, 0.037, -0.097], [-0.326, -0.214, 0.016], [-0.096, 0.433, -0.125], [0.003, 0.093, -0.010], [0.026, 0.078, -0.058], [0.251, 0.461, 0.033], [0.083, 0.313, -0.188], [0.225, -0.259, 0.163], [0.126, 0.099, 0.063], [-0.360, 0.152, 0.334], [0.035, 0.075, 0.024], [-0.062, -0.145, -0.159], [-0.006, 0.011, -0.013], [-0.021, -0.021, 0.031], [0.003, -0.006, 0.001], [0.004, -0.046, -0.064], [0.048, 0.026, 0.162], [-0.017, -0.051, 0.005], [-0.067, -0.030, 0.022], [0.003, -0.039, 0.046], [-0.021, 0.026, -0.034], [0.030, 0.040, -0.005], [0.043, -0.001, -0.023], [-0.007, 0.049, 0.030], [0.015, -0.069, -0.013], [-0.038, -0.059, -0.001], [-0.031, 0.000, 0.009], [-0.056, -0.065, -0.039], [-0.005, 0.046, 0.034], [0.057, 0.074, 0.020], [-0.064, -0.055, -0.002], [-0.012, -0.053, -0.043], [-0.040, 0.001, -0.073], [0.044, 0.047, -0.013], [0.013, 0.028, 0.049], [0.044, -0.003, -0.014], [-0.031, -0.060, -0.049], [0.014, -0.007, -0.012], [0.017, 0.079, 0.005], [-0.008, 0.006, -0.015], [0.017, -0.005, -0.002], [-0.004, 0.021, -0.001], [-0.061, -0.047, -0.018], [-0.028, -0.152, 0.334], [-0.091, -0.067, -0.007], [0.006, 0.033, -0.080], [0.019, 0.029, 0.012], [0.019, 0.033, -0.026], [-0.006, -0.009, -0.081], [0.113, 0.042, 0.007], [0.073, -0.052, 0.106], [0.003, -0.013, -0.006], [-0.037, 0.008, 0.005], [0.014, -0.019, 0.006], [0.034, -0.024, -0.013]],
  "lowdin_charge": [0.439, -0.068, -0.177, -0.020, -0.038, -0.096, -0.532, -0.018, -0.084, -0.061, -0.144, -0.017, -0.036, -0.088, -0.067, -0.157, -0.008, 0.085, 0.095, 0.113, 0.116, 0.113, 0.088, 0.104, 0.113, 0.083, 0.081, -0.192, -0.393, 0.812, -0.390, -0.187, -0.274, -0.333, 0.873, -0.391, -0.181, -0.375, -0.197, -0.229, -0.042, -0.099, -0.111, -0.086, -0.080, 0.058, 0.045, 0.053, 0.041, 0.048, 0.049, 0.024, 0.039, 0.059, 0.058, 0.025, 0.044, -0.005, 0.050, 0.060, 0.053, 0.046, 0.036, 0.053, 0.060, 0.054, 0.097, 0.095, 0.092, 0.101, 0.049, 0.518, -0.683, -0.124, -0.105, -0.125, -0.113, -0.138, 0.076, 0.097, 0.086, 0.091, 0.088]
}



2.
{
  "formula": "C4H7ClN2O",
  "method": "ωB97M-V/def2-TZVPD",
  "smiles": "C/N=C\\C(Cl)=C/NO",
  "de_lowest_kj_mol": 298.7,
  "energy_ha": -801.44918,
  "homo_lumo_gap_ev": 9.3,
  "species": ["C", "N", "C", "C", "Cl", "C", "N", "O", "H", "H", "H", "H", "H", "H", "H"],
  "xyz": [[-0.138318, -2.345654, -0.615585], [-0.165154, -1.719792, 0.693363], [-0.503423, -0.531152, 0.847818], [-0.838788, 0.529934, -0.178997], [-2.166834, 0.111996, -1.254115], [-0.253435, 1.707000, -0.374730], [0.838594, 2.202255, 0.320146], [1.597566, 1.213668, 1.006884], [0.092299, -1.605429, -1.440684], [0.642664, -3.125072, -0.645175], [-1.056542, -2.891996, -0.861856], [-0.509602, -0.131764, 1.882028], [-0.581335, 2.432639, -1.120760], [1.522578, 2.748737, -0.201828], [1.519731, 1.404630, 1.943490]],
  "atomic_forces_ev_per_a": [[0.951, 0.442, -1.110], [-0.479, -1.337, -0.182], [0.202, 1.838, 0.418], [-0.357, -0.874, -0.299], [-0.051, 0.144, 0.156], [0.618, 0.292, -0.161], [0.787, 0.045, 0.958], [-0.110, 0.026, -0.647], [-0.352, -0.781, 0.703], [-0.145, 0.441, 0.221], [-0.088, 0.437, 0.273], [-0.027, -0.319, -0.472], [-0.172, -0.420, 0.096], [-0.590, -0.212, -0.123], [-0.186, 0.279, 0.167]],
  "lowdin_charge": [-0.160, -0.009, -0.244, -0.618, 0.638, -0.182, -0.062, -0.050, 0.076, 0.070, 0.075, 0.114, 0.122, 0.133, 0.097]
}



3.
{
  "formula": "C3H6N4O",
  "method": "ωB97M-V/def2-TZVPD",
  "de_lowest_kj_mol": 203.3,
  "energy_ha": -412.13152,
  "homo_lumo_gap_ev": 7.9,
  "species": ["C", "C", "N", "N", "N", "N", "C", "O", "H", "H", "H", "H", "H", "H"],
  "xyz": [[0.545392, -0.502017, -0.616244], [-0.196808, 0.089926, 0.412307], [0.195212, -1.701112, -1.169358], [-1.520371, -0.324899, 0.625855], [0.454860, 0.716755, 1.474631], [1.558106, 0.248433, -1.158865], [1.089463, 1.382566, -1.178510], [0.786157, 2.474405, -1.509665], [-0.275220, -2.309721, -0.505640], [0.926116, -2.111560, -1.737970], [-1.877683, -0.035671, 1.527067], [-2.114029, 0.123832, -0.076419], [0.195898, 1.692791, 1.558658], [0.232908, 0.256271, 2.354154]],
  "atomic_forces_ev_per_a": [[-2.154, -0.136, 2.347], [0.677, -1.082, -1.241], [0.162, -0.111, -0.481], [-1.118, -0.173, -0.449], [0.562, 1.356, 0.476], [1.525, -0.742, -0.344], [-0.183, 2.874, -1.437], [0.365, -1.501, 0.960], [0.165, 0.049, -0.346], [-0.315, -0.037, 0.056], [0.150, -0.103, 0.036], [-0.026, -0.491, 0.240], [0.005, 0.082, 0.283], [0.186, 0.015, -0.098]],
  "lowdin_charge": [-0.375, -0.450, 0.129, 0.071, 0.057, 0.175, -0.302, 0.172, 0.098, 0.100, 0.073, 0.092, 0.077, 0.082]
}



4.
{
  "formula": "C17H38Br2N3O5",
  "method": "ωB97M-V/def2-TZVPD",
  "charge": -1,
  "energy_ha": -6358.94744,
  "homo_lumo_gap_ev": 6.1,
  "species": ["C", "C", "Br", "C", "Br", "N", "C", "C", "O", "H", "H", "H", "H", "H", "H", "H", "H", "C", "O", "C", "C", "N", "C", "C", "O", "C", "H", "H", "H", "H", "H", "H", "H", "H", "H", "H", "H", "H", "H", "H", "H", "C", "O", "C", "C", "N", "C", "C", "O", "C", "H", "H", "H", "H", "H", "H", "H", "H", "H", "H", "H", "H", "H", "H", "H"],
  "xyz": [[4.472924, -0.664532, 1.011452], [3.313077, -0.383176, 1.954951], [2.695743, 1.434769, 1.567380], [2.163822, -1.395296, 1.825728], [3.176223, -3.094630, 2.809805], [1.011280, -1.126034, 2.425878], [-0.159861, -1.393545, 1.639146], [-0.841934, -0.124319, 1.174485], [-1.249990, 0.736871, 1.912242], [4.154748, -0.531814, -0.024234], [5.285878, 0.043826, 1.185477], [4.849783, -1.674322, 1.157097], [3.649465, -0.403334, 2.991280], [2.072023, -1.726245, 0.777320], [0.029964, -2.054296, 0.784202], [-0.923661, -1.897894, 2.257554], [-0.981092, 0.000444, 0.079148], [-1.520612, -8.175433, -2.699083], [-2.342566, -7.066766, -2.995855], [-3.667933, -7.157716, -2.492407], [-3.907460, -6.165223, -1.376952], [-3.167358, -6.526831, -0.177729], [-3.171450, -5.509563, 0.872319], [-2.524237, -4.162215, 0.578326], [-1.125538, -4.212778, 0.419420], [-0.658151, -4.536776, -0.871237], [-0.598752, -8.054185, -3.264875], [-1.270099, -8.233557, -1.634635], [-1.996417, -9.114399, -3.001046], [-3.885461, -8.176276, -2.155840], [-4.344087, -6.923580, -3.320087], [-4.976462, -6.154125, -1.141017], [-3.639305, -5.169814, -1.757492], [-2.207517, -6.717415, -0.434430], [-2.654293, -5.935824, 1.734645], [-4.209217, -5.337249, 1.177091], [-2.696706, -3.525919, 1.450396], [-2.988393, -3.651594, -0.276452], [-1.332547, -4.171093, -1.651910], [-0.510021, -5.614533, -0.998905], [0.313116, -4.055699, -0.993373], [0.167328, 4.131900, 1.058011], [-0.484049, 5.125487, 0.273113], [-0.836223, 6.300313, 0.977627], [-0.003141, 7.477323, 0.517972], [1.384062, 7.341512, 0.939124], [2.297360, 8.304033, 0.336266], [2.490543, 8.266276, -1.175704], [3.150517, 7.112294, -1.650497], [2.328834, 5.978216, -1.870823], [0.237533, 3.231694, 0.454357], [1.178961, 4.440264, 1.345147], [-0.404661, 3.894275, 1.955705], [-0.742138, 6.154853, 2.057945], [-1.887435, 6.513448, 0.756634], [-0.411286, 8.398588, 0.947417], [-0.110637, 7.541352, -0.574380], [1.701659, 6.406926, 0.716645], [3.278571, 8.151468, 0.792860], [1.969156, 9.311064, 0.616949], [3.139672, 9.106069, -1.440352], [1.547447, 8.415964, -1.716946], [1.322104, 6.265719, -2.185511], [2.258672, 5.342271, -0.985170], [2.790224, 5.390777, -2.664170]],
  "atomic_forces_ev_per_a": [[0.094, 0.290, -0.040], [0.513, -1.072, 0.463], [-0.163, 0.158, 0.022], [-2.190, 2.152, -0.647], [0.735, -1.319, 0.386], [0.985, 0.483, -0.539], [-0.097, -0.538, 0.602], [0.123, 0.178, 0.184], [-0.092, 0.022, -0.080], [-0.040, -0.111, -0.022], [-0.033, -0.033, 0.029], [-0.087, -0.040, 0.032], [-0.111, 0.406, -0.084], [0.338, -0.390, 0.081], [-0.003, 0.080, -0.173], [0.011, -0.072, -0.052], [0.061, -0.020, -0.141], [0.004, 0.050, -0.039], [0.052, -0.069, 0.044], [-0.142, 0.056, -0.118], [0.139, 0.030, 0.102], [0.043, 0.075, -0.097], [0.012, -0.183, 0.061], [-0.080, 0.178, 0.100], [-0.072, -0.218, -0.103], [0.161, 0.068, 0.071], [0.007, 0.023, 0.001], [-0.031, -0.055, 0.008], [0.004, -0.019, 0.021], [0.038, -0.001, 0.057], [0.001, -0.022, -0.006], [-0.011, 0.026, 0.008], [-0.077, 0.005, -0.047], [0.027, 0.002, 0.016], [-0.020, 0.018, 0.028], [-0.018, 0.023, -0.024], [0.008, 0.015, -0.003], [0.018, -0.085, -0.059], [-0.030, -0.032, -0.012], [-0.067, 0.001, -0.059], [-0.011, 0.011, 0.014], [-0.021, 0.025, -0.108], [0.132, -0.085, 0.063], [-0.175, 0.038, -0.058], [0.128, -0.014, 0.004], [-0.043, 0.001, -0.186], [0.048, -0.101, 0.165], [0.040, 0.189, -0.054], [-0.028, -0.062, -0.016], [0.115, -0.021, -0.028], [-0.008, -0.018, -0.028], [-0.027, -0.018, 0.070], [-0.012, -0.021, 0.052], [0.072, 0.000, 0.005], [-0.004, -0.006, 0.036], [-0.001, 0.013, -0.009], [-0.071, 0.047, 0.009], [0.001, -0.030, 0.069], [0.010, 0.038, 0.000], [-0.023, 0.015, -0.031], [0.000, -0.004, -0.009], [-0.037, -0.085, 0.039], [-0.029, 0.000, 0.036], [-0.078, 0.010, 0.004], [0.011, 0.017, -0.009]],
  "lowdin_charge": [-0.219, -0.805, 0.649, -0.748, 0.224, -0.083, -0.264, -0.273, 0.014, 0.061, 0.059, 0.025, 0.058, 0.086, 0.083, 0.106, 0.106, -0.119, -0.193, -0.224, -0.223, -0.052, -0.198, -0.231, -0.191, -0.097, 0.088, 0.080, 0.085, 0.120, 0.119, 0.121, 0.107, 0.070, 0.121, 0.115, 0.118, 0.113, 0.089, 0.073, 0.088, -0.117, -0.195, -0.230, -0.223, -0.049, -0.207, -0.238, -0.181, -0.093, 0.069, 0.067, 0.093, 0.123, 0.119, 0.119, 0.104, 0.072, 0.118, 0.114, 0.117, 0.108, 0.087, 0.076, 0.087]
}